Computed, not measured: C8H20Cl2N4O2SSiTc as an isolated structure, with ωB97M-V/def2-TZVPD.

Element x y z (Å)
Tc (-0.254, 0.567, -1.421)
Cl (-0.017, 3.024, -0.756)
C (-1.670, 3.657, -1.083)
Cl (-2.789, 2.301, -1.215)
H (-1.649, 4.197, -2.020)
H (-1.958, 4.291, -0.255)
C (3.691, -2.084, 1.030)
C (2.649, -2.476, 0.050)
N (2.384, -3.675, -0.351)
N (1.340, -3.547, -1.232)
C (0.950, -2.299, -1.374)
S (-0.273, -1.643, -2.351)
N (1.768, -1.591, -0.580)
N (1.691, -0.194, -0.521)
H (4.387, -2.913, 1.135)
H (3.246, -1.886, 2.007)
H (4.236, -1.195, 0.712)
H (0.963, -4.363, -1.693)
H (2.566, 0.216, -0.839)
H (1.494, 0.096, 0.433)
C (-0.558, 1.055, -4.495)
O (-0.299, 1.148, -3.086)
H (-0.771, 2.041, -4.894)
H (-1.405, 0.396, -4.670)
H (0.324, 0.651, -4.989)
C (-3.034, -0.314, 1.973)
Si (-1.277, 0.265, 1.889)
C (-1.263, 2.039, 2.448)
C (-0.107, -0.799, 2.864)
O (-0.743, 0.188, 0.260)
H (-3.363, -0.276, 3.015)
H (-3.141, -1.341, 1.613)
H (-3.680, 0.337, 1.381)
H (-1.429, 2.067, 3.528)
H (-2.074, 2.594, 1.968)
H (-0.314, 2.543, 2.241)
H (-0.516, -0.952, 3.867)
H (0.876, -0.332, 2.996)
H (0.018, -1.789, 2.415)

Properties
2S+1: 2
Energy relative to the best compared isomer or geometry (same formula, charge and spin) in kcal per mole: 20.1
<S²>: 0.7550
E_tot in Eh: -2374.65009
Total charge: +2

natural (NBO) population analysis, charges in e, atoms 1 to 8: 1.149, 0.087, -0.371, 0.062, 0.259, 0.265, -0.680, 0.381